Here is an isolated molecule of C26H28N4O5 from the OMol25 dataset. Energies are from ωB97M-V/def2-TZVPD.

```
63
C26H28N4O5 ωB97M-V/def2-TZVPD
C -5.40 -1.90 2.22
H -6.23 -2.60 2.29
O -4.49 -2.49 1.32
C -3.33 -1.83 1.05
C -2.98 -0.59 1.57
C -1.78 0.00 1.21
C -0.91 -0.64 0.33
C -1.24 -1.90 -0.16
C -2.44 -2.48 0.19
H -2.72 -3.46 -0.19
H -0.56 -2.42 -0.81
N 0.32 -0.04 -0.02
C 0.72 0.24 -1.28
O 1.86 0.55 -1.56
C -0.30 0.20 -2.43
N -1.70 0.23 -2.11
C -2.26 1.29 -1.47
O -1.65 2.30 -1.19
C -3.67 1.08 -1.13
C -4.55 1.90 -0.45
C -5.75 1.17 -0.34
C -5.53 -0.03 -0.95
O -4.28 -0.09 -1.43
H -6.16 -0.88 -1.11
H -6.66 1.50 0.12
H -4.34 2.88 -0.09
H -2.25 -0.61 -2.21
H -0.05 1.08 -3.03
H -0.09 -0.69 -3.03
C 1.24 0.21 1.10
C 1.88 1.57 1.06
C 3.11 1.80 1.67
C 3.64 3.07 1.64
N 3.05 4.10 1.07
C 1.87 3.89 0.50
C 1.24 2.66 0.47
H 0.28 2.57 -0.01
H 1.41 4.76 0.04
H 4.60 3.28 2.10
H 3.63 0.99 2.16
H 0.63 0.14 2.01
C 2.26 -0.95 1.22
O 2.17 -1.78 2.11
N 3.21 -0.94 0.28
H 3.14 -0.24 -0.46
C 4.26 -1.93 0.18
C 4.17 -2.69 -1.17
H 3.92 -3.74 -1.02
C 5.52 -2.51 -1.85
H 5.44 -2.51 -2.93
H 6.20 -3.30 -1.55
C 6.02 -1.17 -1.30
H 5.49 -0.35 -1.79
H 7.09 -1.03 -1.45
C 5.64 -1.25 0.17
H 6.36 -1.88 0.71
H 5.61 -0.27 0.65
H 3.38 -2.24 -1.77
H 4.13 -2.59 1.04
H -1.53 0.98 1.59
H -3.63 -0.06 2.24
H -4.95 -1.77 3.21
H -5.76 -0.94 1.86
```

Results
**Kohn-Sham gap**: 9.0 eV
**Lowest unoccupied orbital energy**: 0.0169 hartree
**F_max**: 1.3 eV/Å
**Total energy**: -43615.1228 eV

Let us look at the Löwdin charges, expressed in e, one per atom:
1. C -0.081
2. H 0.096
3. O -0.081
4. C -0.279
5. C -0.001
6. C -0.003
7. C -0.230
8. C -0.004
9. C 0.013
10. H 0.123
11. H 0.128
12. N 0.068
13. C -0.410
14. O 0.060
15. C -0.051
16. N 0.079
17. C -0.440
18. O 0.089
19. C -0.194
20. C 0.016
21. C -0.047
22. C -0.107
23. O 0.043
24. H 0.132
25. H 0.106
26. H 0.122
27. H 0.135
28. H 0.143
29. H 0.139
30. C -0.110
31. C -0.158
32. C -0.010
33. C -0.143
34. N 0.054
35. C -0.132
36. C -0.001
37. H 0.090
38. H 0.107
39. H 0.103
40. H 0.114
41. H 0.161
42. C -0.452
43. O 0.070
44. N 0.108
45. H 0.118
46. C -0.277
47. C -0.126
48. H 0.108
49. C -0.194
50. H 0.105
51. H 0.110
52. C -0.194
53. H 0.113
54. H 0.106
55. C -0.135
56. H 0.115
57. H 0.107
58. H 0.108
59. H 0.143
60. H 0.134
61. H 0.114
62. H 0.099
63. H 0.080